1.
C10H30K7O9P | wB97M-V/def2-TZVPD

Results
2S+1: 1
E: -5615.791233 Eh
Charge: +4
Relative energy (zero: lowest compared OMol25 entry of this formula, charge and spin): 217.5 kcal per mole
HOMO: -13.65 eV

```
57
Properties=species:S:1:pos:R:3:mulliken_charge:R:1
K 3.157 -0.404 -7.610 0.904
K 6.568 -0.214 -3.415 0.905
K 3.337 3.904 -4.512 0.920
K 4.907 2.784 0.850 0.938
K -1.851 -0.097 -4.832 0.953
K 0.969 -1.237 2.843 0.983
K 2.174 -4.223 -3.643 0.943
P 1.827 0.035 -1.652 0.512
O 1.487 1.397 -0.983 -0.757
O 2.268 0.140 -3.153 -0.864
O 0.606 -0.939 -1.595 -0.701
O 2.910 -0.613 -0.756 -0.768
C 7.216 -3.430 2.606 -1.055
C 6.425 -4.487 1.905 -0.102
O 5.183 -4.026 1.553 -0.498
H 6.630 -2.801 3.276 0.302
H 7.852 -2.780 2.005 0.286
H 7.965 -3.876 3.261 0.356
H 6.244 -5.295 2.615 0.272
H 6.930 -4.739 0.973 0.183
H 5.196 -3.179 1.102 0.263
C -5.611 0.268 1.628 -1.086
C -4.897 -0.954 1.133 0.001
O -4.388 -0.678 -0.147 -0.516
H -4.886 1.077 1.708 0.268
H -6.124 0.182 2.586 0.325
H -6.247 0.752 0.886 0.314
H -5.506 -1.856 1.207 0.255
H -4.023 -1.055 1.777 0.147
H -3.459 -0.891 -0.264 0.294
C -2.897 -5.685 -2.779 -0.976
C -2.007 -6.185 -1.578 -0.229
O -1.408 -5.248 -0.759 -0.451
H -3.850 -5.307 -2.409 0.308
H -3.158 -6.509 -3.444 0.333
H -2.576 -4.823 -3.363 0.245
H -1.073 -6.567 -1.992 0.208
H -2.484 -7.051 -1.118 0.328
H -1.154 -4.485 -1.284 0.244
C -3.458 5.695 -1.601 -1.012
C -2.674 4.532 -2.335 -0.173
O -1.308 4.887 -2.377 -0.518
H -3.130 5.889 -0.580 0.274
H -4.513 5.428 -1.662 0.311
H -3.295 6.702 -1.987 0.311
H -2.986 4.545 -3.379 0.186
H -2.880 3.529 -1.962 0.317
H -0.877 4.194 -1.873 0.309
C 0.391 5.399 4.787 -1.084
C 0.129 4.791 3.362 -0.191
O 0.640 3.519 3.329 -0.495
H -0.101 6.372 4.800 0.325
H 1.458 5.422 5.005 0.288
H 0.067 4.843 5.666 0.320
H 0.446 5.392 2.510 0.323
H -0.937 4.580 3.282 0.235
H 0.776 3.375 2.390 0.284
```


2.
C10H30LiO5S5 | wB97M-V/def2-TZVPD

Results
2S+1: 1
E: -2773.175774 Eh
Charge: +1
Relative energy (zero: lowest compared OMol25 entry of this formula, charge and spin): 50.5 kcal per mole
HOMO: -11.24 eV

```
51
Properties=species:S:1:pos:R:3:mulliken_charge:R:1
Li 15.414 -11.578 13.586 1.096
C 17.408 -7.742 17.719 -1.540
S 17.261 -8.962 16.488 0.701
O 18.167 -10.134 16.799 -0.685
C 15.634 -9.519 17.024 -0.759
H 17.605 -8.281 18.526 0.497
H 16.784 -6.937 17.889 0.472
H 18.278 -7.146 17.631 0.441
H 15.201 -10.144 16.036 -0.051
H 14.897 -8.737 17.453 0.463
H 15.506 -10.178 17.885 0.395
C 15.672 -9.302 10.896 -0.967
S 15.631 -8.511 12.409 0.286
O 15.075 -9.748 13.225 -0.587
C 17.317 -8.330 12.675 -1.011
H 15.943 -10.439 11.103 -0.056
H 16.183 -8.709 10.443 0.768
H 14.617 -9.467 10.664 0.344
H 17.764 -9.254 12.641 0.199
H 17.524 -7.921 13.595 0.345
H 17.696 -7.716 12.005 0.582
C 19.128 -13.243 13.276 -0.442
S 18.419 -12.789 14.929 0.320
O 17.017 -12.200 14.483 -0.536
C 18.108 -14.472 15.476 -0.957
H 18.302 -13.593 12.825 -0.360
H 20.108 -13.789 13.413 0.423
H 19.530 -12.324 12.877 0.377
H 17.442 -14.408 16.162 0.405
H 19.007 -15.037 15.793 0.397
H 17.616 -15.125 14.563 0.170
C 14.669 -14.624 10.586 -0.637
S 15.710 -13.313 10.454 0.404
O 15.571 -12.541 11.838 -0.359
C 17.282 -14.053 10.273 -0.718
H 13.597 -14.005 10.510 0.299
H 14.745 -15.154 11.609 -0.030
H 14.824 -15.197 9.714 0.483
H 17.471 -14.745 9.331 0.372
H 17.440 -14.614 11.271 0.161
H 18.050 -13.222 10.524 0.287
C 12.958 -12.869 16.478 -0.879
S 12.888 -13.449 14.753 0.356
O 13.562 -12.380 13.841 -0.557
C 14.040 -14.867 14.704 -0.612
H 12.656 -13.663 17.073 0.435
H 12.140 -12.085 16.387 0.344
H 13.697 -12.332 16.758 0.200
H 14.044 -15.502 13.818 0.294
H 13.753 -15.676 15.390 0.448
H 14.996 -14.695 15.265 -0.019
```


Copy entry 2 word for word.
C10H30LiO5S5 | wB97M-V/def2-TZVPD

Results
2S+1: 1
E: -2773.175774 Eh
Charge: +1
Relative energy (zero: lowest compared OMol25 entry of this formula, charge and spin): 50.5 kcal per mole
HOMO: -11.24 eV

```
51
Properties=species:S:1:pos:R:3:mulliken_charge:R:1
Li 15.414 -11.578 13.586 1.096
C 17.408 -7.742 17.719 -1.540
S 17.261 -8.962 16.488 0.701
O 18.167 -10.134 16.799 -0.685
C 15.634 -9.519 17.024 -0.759
H 17.605 -8.281 18.526 0.497
H 16.784 -6.937 17.889 0.472
H 18.278 -7.146 17.631 0.441
H 15.201 -10.144 16.036 -0.051
H 14.897 -8.737 17.453 0.463
H 15.506 -10.178 17.885 0.395
C 15.672 -9.302 10.896 -0.967
S 15.631 -8.511 12.409 0.286
O 15.075 -9.748 13.225 -0.587
C 17.317 -8.330 12.675 -1.011
H 15.943 -10.439 11.103 -0.056
H 16.183 -8.709 10.443 0.768
H 14.617 -9.467 10.664 0.344
H 17.764 -9.254 12.641 0.199
H 17.524 -7.921 13.595 0.345
H 17.696 -7.716 12.005 0.582
C 19.128 -13.243 13.276 -0.442
S 18.419 -12.789 14.929 0.320
O 17.017 -12.200 14.483 -0.536
C 18.108 -14.472 15.476 -0.957
H 18.302 -13.593 12.825 -0.360
H 20.108 -13.789 13.413 0.423
H 19.530 -12.324 12.877 0.377
H 17.442 -14.408 16.162 0.405
H 19.007 -15.037 15.793 0.397
H 17.616 -15.125 14.563 0.170
C 14.669 -14.624 10.586 -0.637
S 15.710 -13.313 10.454 0.404
O 15.571 -12.541 11.838 -0.359
C 17.282 -14.053 10.273 -0.718
H 13.597 -14.005 10.510 0.299
H 14.745 -15.154 11.609 -0.030
H 14.824 -15.197 9.714 0.483
H 17.471 -14.745 9.331 0.372
H 17.440 -14.614 11.271 0.161
H 18.050 -13.222 10.524 0.287
C 12.958 -12.869 16.478 -0.879
S 12.888 -13.449 14.753 0.356
O 13.562 -12.380 13.841 -0.557
C 14.040 -14.867 14.704 -0.612
H 12.656 -13.663 17.073 0.435
H 12.140 -12.085 16.387 0.344
H 13.697 -12.332 16.758 0.200
H 14.044 -15.502 13.818 0.294
H 13.753 -15.676 15.390 0.448
H 14.996 -14.695 15.265 -0.019
```


Question: The lowest charge belongs to which entry?
Answer: C10H30LiO5S5


Question: Which value of charge does entry 1 give?
Answer: +4